No. 1
Molecular formula: C31H30N3S
Method: DFT, the ωB97M-V functional and the def2-TZVPD basis

Results
* charge: +1
* Kohn-Sham gap: 5.65 eV

```
65
Properties=species:S:1:pos:R:3:forces:R:3
C -4.5160 -3.5270 2.4305 -0.268 -0.274 -0.001
C -4.3963 -2.8584 3.6303 -0.142 -0.007 0.158
C -3.4877 -1.8281 3.7610 0.206 0.152 -0.044
C -2.6909 -1.4483 2.6906 0.220 0.242 -0.082
C -1.7123 -0.2948 2.8270 0.308 -0.167 0.294
C -2.3513 1.0370 2.4897 0.165 -0.158 -0.116
C -1.9353 2.2083 3.1072 0.132 -0.059 0.165
C -2.5156 3.4195 2.7866 0.173 0.128 0.056
C -3.5148 3.4747 1.8371 -0.128 0.410 -0.236
C -3.9285 2.3231 1.2033 -0.093 0.109 -0.290
C -3.3452 1.1183 1.5276 0.078 -0.278 -0.080
C -0.3796 -0.5090 2.0428 -0.915 -1.181 -0.360
C 0.2020 -1.9131 2.3248 -0.318 0.048 0.185
C 1.5927 -2.0828 1.7429 0.084 0.201 -0.062
N 2.3894 -0.8955 2.0361 0.326 -0.017 0.247
C 3.7957 -0.9234 2.1849 -0.583 0.454 -0.024
C 4.3123 0.3476 2.4484 -0.433 -0.253 -0.136
C 5.6711 0.5329 2.5966 -0.159 0.267 -0.001
C 6.5150 -0.5582 2.4902 0.142 -0.062 -0.047
C 6.0062 -1.8260 2.2450 0.246 0.249 0.049
C 4.6497 -2.0195 2.0947 -0.716 0.156 -0.082
S 3.0210 1.5498 2.5442 -0.027 0.002 0.040
C 1.7671 0.3288 2.2705 -0.017 -0.818 0.059
N 0.5031 0.5669 2.3067 1.943 1.009 0.137
C -2.8436 -2.1172 1.4853 0.037 0.106 0.038
C -3.7379 -3.1571 1.3556 -0.011 -0.095 -0.244
H -5.2240 -4.3318 2.3294 -0.122 -0.163 0.001
H -5.0201 -3.1365 4.4638 -0.061 -0.047 0.152
H -3.3993 -1.3067 4.6987 0.047 0.125 0.244
H -1.4166 -0.2509 3.8851 0.018 0.020 -0.144
H -1.1431 2.1708 3.8351 0.123 -0.049 0.172
H -2.1814 4.3261 3.2662 0.030 0.087 0.129
H -3.9609 4.4191 1.5756 -0.131 0.201 0.016
H -4.6988 2.3608 0.4494 -0.165 0.016 -0.061
H -3.6729 0.2204 1.0375 -0.189 -0.230 -0.116
H -0.5942 -0.4458 0.9653 -0.299 -0.220 -0.104
H 0.2232 -2.0690 3.4079 0.121 0.093 0.007
H -0.4646 -2.6890 1.9313 0.242 0.219 0.034
H 2.0927 -2.9609 2.1601 -0.108 0.136 0.035
H 1.5573 -2.2194 0.6575 -0.061 -0.044 -0.013
H 6.0525 1.5231 2.7816 0.177 0.121 0.074
H 7.5789 -0.4166 2.5885 0.120 0.014 0.047
H 6.6791 -2.6644 2.1608 0.039 -0.104 0.021
H 4.2580 -3.0034 1.9108 -0.074 -0.226 -0.088
H -2.2575 -1.8147 0.6366 0.196 0.016 -0.288
H -3.8264 -3.6781 0.4156 -0.043 -0.060 -0.138
C -0.6348 1.9597 -2.7507 -0.344 -0.307 -0.574
N 0.1043 2.7343 -1.7488 -0.799 -0.817 4.016
C 1.0669 3.7095 -2.2159 1.267 1.218 -0.255
C 2.4053 3.3585 -2.4369 -0.857 -0.544 0.327
C 3.3197 4.2929 -2.8769 0.030 0.227 -0.061
C 2.9263 5.5983 -3.1123 -0.021 -0.026 0.040
C 1.6080 5.9644 -2.9066 0.229 0.031 -0.059
C 0.6880 5.0351 -2.4679 -0.549 -0.872 0.349
C -0.1338 2.5051 -0.4394 1.081 1.102 -4.140
H -0.3321 2.2518 -3.7521 0.133 0.147 0.127
H -0.4383 0.8969 -2.6366 0.096 -0.019 0.136
H -1.7046 2.1276 -2.6587 -0.039 0.103 0.147
H 2.7170 2.3466 -2.2531 0.135 -0.313 0.075
H 4.3497 4.0155 -3.0294 0.092 -0.158 0.002
H 3.6460 6.3298 -3.4442 0.061 0.060 -0.048
H 1.3091 6.9850 -3.0808 -0.160 0.084 -0.006
H -0.3345 5.3251 -2.3096 -0.315 0.123 0.064
H 0.4188 3.0300 0.3086 0.362 0.403 0.242
H -0.8774 1.8026 -0.1359 -0.513 -0.514 0.015
```
Positions in Å, forces in eV/Å.

***

No. 2
Molecular formula: C31H31BrCaF4N5O2
Method: DFT, the ωB97M-V functional and the def2-TZVPD basis

Results
* charge: -1
* Kohn-Sham gap: 5.71 eV
* energy relative to the best compared isomer or geometry (same formula, charge and spin): 3.88 kcal/mol

```
75
Properties=species:S:1:pos:R:3:forces:R:3
Ca -0.2829 -0.0201 -0.7894 -0.495 0.028 0.360
C 2.8531 0.3784 1.9912 0.054 -0.006 -0.018
C 1.6736 1.2676 2.3457 0.004 0.078 0.125
N 1.0406 1.9185 1.1991 0.070 -0.105 0.031
C 1.9742 2.6700 0.3601 -0.072 -0.011 -0.069
C 2.6909 3.8306 1.0472 0.040 0.050 0.005
C -0.0937 2.7239 1.6512 -0.031 0.064 -0.104
C -1.3295 1.8443 1.7929 0.094 -0.103 0.030
N -1.7651 1.3769 0.4956 -0.516 0.071 0.103
C -2.7607 2.0039 -0.1258 0.075 0.036 0.115
C -3.3475 1.3673 -1.2574 -0.051 0.065 -0.014
F -2.8545 0.1452 -1.6018 0.008 -0.020 -0.052
C -4.3800 1.8853 -1.9884 0.029 -0.011 0.017
F -4.8592 1.1701 -3.0298 -0.021 -0.002 -0.018
C -4.9581 3.1092 -1.6818 -0.013 -0.022 -0.046
C -4.4076 3.7688 -0.6011 0.064 -0.003 0.062
F -4.8913 4.9870 -0.2657 -0.024 0.020 -0.004
C -3.3674 3.2650 0.1499 -0.021 -0.059 -0.148
F -2.8655 4.0765 1.1210 0.014 -0.009 0.057
H 3.0931 -0.2745 2.8325 -0.009 0.009 0.034
H 3.7482 0.9604 1.7638 0.000 0.017 -0.030
H 2.6176 -0.2332 1.1235 -0.016 -0.035 0.004
H 1.9912 2.0222 3.0896 -0.009 -0.028 -0.005
H 0.9073 0.6688 2.8466 0.053 -0.009 -0.063
H 1.4021 3.0369 -0.4963 -0.017 0.016 0.034
H 2.6922 1.9669 -0.0588 0.047 -0.039 0.021
H 1.9867 4.5531 1.4648 -0.024 -0.012 -0.007
H 3.3163 4.3605 0.3263 0.006 -0.007 -0.014
H 3.3403 3.4919 1.8572 -0.002 -0.030 0.006
H -0.3137 3.4725 0.8867 0.020 0.003 0.022
H 0.1352 3.2693 2.5822 0.010 -0.075 0.058
H -2.1017 2.3556 2.3732 -0.027 0.058 -0.061
H -1.0564 0.9571 2.3837 -0.029 0.059 -0.004
H -5.7682 3.5253 -2.2583 -0.011 -0.001 -0.003
Br 5.6225 -4.5011 -2.9681 0.040 -0.054 -0.020
C 4.4346 -3.1543 -2.3428 -0.137 0.044 0.107
C 4.5509 -1.8466 -2.8353 0.070 0.037 -0.071
C 3.7085 -0.8608 -2.3969 -0.027 -0.078 -0.028
C 2.6738 -1.1201 -1.4421 -0.122 0.066 0.023
O 1.8846 -0.2082 -1.0607 0.914 -0.007 -0.216
C 2.5956 -2.4606 -0.9441 -0.002 -0.136 0.085
C 1.6711 -2.8414 0.0943 0.027 0.154 -0.083
N 0.7484 -2.1052 0.6028 0.083 -0.195 0.087
C 0.1060 -2.5974 1.7447 -0.059 0.177 -0.157
C 0.7720 -3.1940 2.7855 -0.050 -0.029 0.125
C 0.0824 -3.6104 3.9477 0.079 0.027 -0.082
C -1.2582 -3.4049 4.0704 -0.081 0.039 -0.024
C -1.9757 -2.7684 3.0237 -0.068 -0.088 0.160
C -3.3634 -2.5087 3.0980 0.045 -0.013 0.013
C -3.9804 -1.8854 2.0568 0.047 0.033 -0.091
C -3.2086 -1.5151 0.9322 -0.053 -0.016 -0.002
N -1.9267 -1.7471 0.8208 -0.020 0.083 0.058
C -1.3015 -2.3647 1.8566 0.105 -0.004 -0.086
C 3.4789 -3.4492 -1.4055 0.078 0.000 -0.076
H 5.3171 -1.6222 -3.5680 -0.009 0.000 0.003
H 3.7797 0.1488 -2.7812 0.017 0.008 0.004
H 1.8126 -3.8588 0.4826 -0.014 -0.011 -0.011
H 1.8471 -3.3046 2.7301 0.018 -0.011 -0.006
H 0.6385 -4.0817 4.7483 -0.001 0.006 0.016
H -1.7925 -3.7032 4.9643 0.003 -0.019 0.005
H -3.9114 -2.8039 3.9855 -0.002 -0.002 0.002
H -5.0372 -1.6560 2.0719 -0.003 -0.008 0.015
H -3.6764 -1.0013 0.1033 -0.017 0.009 0.002
H 3.3949 -4.4549 -1.0095 0.013 -0.011 0.002
N 0.5329 -1.6278 -4.6759 -0.042 0.046 -0.013
C -0.1825 -1.0280 -3.6908 0.116 0.079 0.005
O -0.3072 -1.5997 -2.6048 -0.125 -0.073 0.073
C -0.7700 0.3290 -3.9725 -0.090 0.031 -0.128
C -0.2896 1.3492 -2.9228 -0.061 -0.045 -0.158
H 1.0933 -2.4239 -4.4181 0.017 0.002 -0.027
H 0.7850 -1.0914 -5.4856 0.039 -0.026 -0.006
H -1.8541 0.1972 -3.8810 0.012 0.010 0.009
H -0.5864 0.5842 -5.0325 0.043 -0.049 0.011
H -0.9085 2.2494 -3.0302 -0.004 0.012 0.019
H 0.7399 1.6420 -3.1803 0.016 0.026 0.038
```
Positions in Å, forces in eV/Å.

***

No. 3
Molecular formula: C31H31Cl8GeMgN3PSSb
Method: DFT, the ωB97M-V functional and the def2-TZVPD basis

Results
* <S²>: 0.757
* charge: +1
* 2S+1: 2
* Kohn-Sham gap (alpha / beta): 8.42 / 6.04 eV
* energy relative to the best compared isomer or geometry (same formula, charge and spin): 15.01 kcal/mol

```
78
Properties=species:S:1:pos:R:3:forces:R:3
Mg 0.8366 1.0939 0.7010 -0.522 -0.056 -0.136
Cl -0.7278 1.0912 4.2298 0.273 0.107 -0.034
C 0.9954 0.8731 4.0090 -0.250 0.157 0.209
C 1.4839 0.5908 2.7405 0.115 -0.104 0.033
C 2.8660 0.5097 2.6325 0.188 -0.028 -0.271
Cl 3.5062 0.2632 0.9991 -0.143 -0.114 0.297
C 3.7536 0.6958 3.6787 -0.057 -0.033 -0.022
Cl 5.4451 0.6127 3.4401 -0.009 0.013 0.004
C 3.2157 0.9464 4.9459 -0.024 -0.012 -0.033
Cl 4.2591 1.1379 6.2834 0.009 0.011 0.011
C 1.8299 1.0483 5.1130 0.013 -0.016 -0.018
Cl 1.1882 1.3849 6.6657 -0.028 0.007 -0.025
C 3.1712 2.4593 -4.8712 0.054 -0.007 0.067
C 3.6214 2.2147 -3.5837 -0.039 -0.022 -0.101
C 2.7793 1.6030 -2.6668 -0.036 -0.038 -0.018
C 1.4899 1.2362 -3.0355 0.022 -0.033 0.079
C 1.0387 1.4894 -4.3296 0.012 0.025 -0.100
C 1.8808 2.0999 -5.2426 -0.064 -0.021 0.021
P 0.4712 0.3725 -1.8141 -0.010 -0.134 0.227
C 0.6020 -1.3787 -2.2812 0.044 0.095 -0.181
C 1.6384 -2.0957 -1.6895 0.042 -0.081 0.050
C 1.9422 -3.3817 -2.1147 -0.038 0.010 0.037
C 1.1941 -3.9696 -3.1222 -0.032 0.012 -0.023
C 0.1584 -3.2613 -3.7192 0.028 -0.014 0.013
C -0.1244 -1.9666 -3.3161 -0.025 0.039 -0.011
C -1.2216 0.9545 -2.1218 0.102 0.087 -0.048
C -1.3840 2.3392 -2.2053 -0.020 0.048 -0.041
C -2.6504 2.8930 -2.2963 -0.012 -0.057 -0.013
C -3.7688 2.0693 -2.3101 0.015 0.028 -0.004
C -3.6141 0.6940 -2.2193 0.049 0.009 0.012
C -2.3461 0.1363 -2.1144 -0.032 -0.064 0.084
H 3.8212 2.9446 -5.5861 0.014 0.005 -0.017
H 4.6145 2.5175 -3.2836 0.021 0.007 0.010
H 3.1233 1.4456 -1.6513 0.007 -0.047 -0.046
H 0.0294 1.2262 -4.6224 -0.003 -0.024 0.013
H 1.5291 2.3029 -6.2444 -0.007 0.005 -0.032
H 2.2397 -1.6371 -0.9107 -0.014 0.018 0.021
H 2.7657 -3.9205 -1.6654 0.021 -0.006 0.019
H 1.4273 -4.9711 -3.4566 -0.002 -0.024 -0.002
H -0.4154 -3.7083 -4.5188 -0.008 -0.029 -0.028
H -0.8988 -1.4096 -3.8278 -0.008 0.013 0.016
H -0.5223 2.9997 -2.1986 0.010 -0.045 -0.008
H -2.7576 3.9668 -2.3632 -0.017 0.040 -0.011
H -4.7575 2.4986 -2.3982 -0.030 0.009 -0.004
H -4.4828 0.0503 -2.2389 -0.044 -0.030 0.010
H -2.2427 -0.9372 -2.0137 0.010 0.013 -0.023
Cl 2.3560 4.1690 2.5257 -0.026 -0.086 -0.129
Ge 1.7666 3.5202 0.4951 0.068 0.401 0.201
Cl 3.4819 4.1014 -0.7052 0.089 0.159 0.118
Cl 0.3136 5.1347 -0.0467 0.013 -0.078 -0.032
C -0.1236 -3.4645 1.0071 -0.024 -0.024 -0.064
Sb 0.4050 -1.9139 2.3595 0.222 0.253 -0.191
C 2.1727 -2.7029 3.2149 -0.021 -0.065 0.077
C -0.9945 -2.2234 3.9161 0.046 0.007 0.032
H -0.6003 -4.2314 1.6153 -0.042 -0.108 -0.061
H 0.7801 -3.8496 0.5463 0.049 -0.059 -0.028
H -0.7941 -3.1031 0.2337 -0.054 0.034 -0.020
H 2.0684 -3.7848 3.2788 0.036 -0.039 0.053
H 2.2913 -2.2799 4.2106 0.051 0.006 0.032
H 3.0376 -2.4523 2.6072 0.040 0.016 -0.051
H -0.4250 -2.4579 4.8125 -0.046 -0.029 0.078
H -1.6129 -3.0694 3.6268 -0.016 -0.070 0.052
H -1.6038 -1.3453 4.0942 -0.007 -0.030 -0.037
C -4.9566 -1.7474 0.9878 -0.042 -0.048 -0.021
C -3.6115 -1.6243 1.6946 0.033 0.019 -0.047
C -2.9348 -0.3139 1.4480 -0.209 -0.283 0.022
N -1.7010 -0.1946 1.1206 0.169 0.293 0.035
N -1.2959 1.1206 0.9868 0.142 -0.234 0.007
C -2.2676 1.9718 1.2115 0.091 0.263 -0.166
N -2.1460 3.3000 1.1682 0.032 0.014 -0.041
S -3.7655 1.2009 1.5861 -0.130 -0.020 0.135
H -5.3900 -2.7280 1.1725 -0.013 -0.022 -0.003
H -4.8463 -1.6197 -0.0879 0.013 0.000 -0.052
H -5.6703 -1.0044 1.3428 -0.012 0.042 0.036
H -2.9242 -2.3994 1.3489 -0.017 -0.004 0.027
H -3.7398 -1.7599 2.7721 -0.017 0.021 -0.022
H -1.3162 3.7414 0.7756 -0.043 -0.010 0.061
H -2.9566 3.8857 1.2752 0.046 -0.036 0.016
```
Positions in Å, forces in eV/Å.

***

Question: What is the charge in the first record?
Answer: +1